(1)
{"formula": "C24H35F6N4O7PS2W", "method": "the ωB97M-V functional and the def2-TZVPD basis", "elements": ["W", "C", "C", "O", "C", "C", "C", "C", "C", "C", "O", "H", "H", "H", "H", "H", "H", "H", "F", "C", "F", "F", "S", "O", "O", "N", "S", "O", "O", "C", "F", "F", "F", "C", "C", "C", "P", "C", "C", "C", "C", "C", "C", "H", "H", "H", "H", "H", "H", "H", "H", "H", "H", "H", "H", "H", "H", "H", "H", "H", "H", "H", "H", "H", "C", "N", "C", "C", "C", "N", "C", "O", "N", "H", "H", "H", "H", "H", "H", "H"], "coordinates": [[-0.226, 0.468, 0.213], [-2.816, 2.101, 3.188], [-2.468, 1.676, 1.804], [-1.227, 1.508, 1.581], [-3.441, 1.513, 0.793], [-4.775, 1.943, 0.999], [-5.683, 1.902, -0.020], [-5.289, 1.410, -1.276], [-4.006, 0.959, -1.508], [-3.078, 1.009, -0.480], [-1.852, 0.561, -0.684], [-1.930, 2.068, 3.818], [-3.590, 1.449, 3.596], [-3.205, 3.122, 3.194], [-5.071, 2.328, 1.967], [-6.692, 2.258, 0.134], [-6.009, 1.373, -2.084], [-3.708, 0.570, -2.473], [0.023, 1.069, -5.712], [0.629, 1.527, -4.641], [0.876, 2.814, -4.766], [1.763, 0.865, -4.441], [-0.507, 1.226, -3.164], [0.371, 0.554, -2.187], [-1.629, 0.515, -3.672], [-0.908, 2.646, -2.574], [0.089, 3.311, -1.573], [1.285, 3.897, -2.068], [0.349, 2.420, -0.382], [-0.989, 4.617, -0.834], [-0.330, 5.105, 0.208], [-2.120, 4.046, -0.413], [-1.247, 5.559, -1.700], [3.689, -1.475, -2.219], [3.035, -0.853, -0.985], [3.140, 0.670, -1.077], [1.328, -1.510, -0.543], [0.466, -2.604, -1.797], [0.792, -2.422, -3.282], [-1.051, -2.476, -1.589], [1.788, -2.777, 0.751], [2.921, -3.695, 0.274], [0.624, -3.667, 1.221], [4.748, -1.208, -2.224], [3.243, -1.084, -3.132], [3.625, -2.561, -2.233], [3.605, -1.152, -0.105], [2.818, 1.038, -2.047], [4.183, 0.961, -0.940], [2.563, 1.176, -0.311], [0.757, -3.612, -1.508], [0.693, -1.387, -3.598], [0.079, -3.015, -3.859], [1.785, -2.774, -3.535], [-1.437, -1.606, -2.122], [-1.339, -2.405, -0.542], [-1.543, -3.358, -2.002], [2.162, -2.186, 1.597], [2.652, -4.213, -0.649], [3.083, -4.462, 1.033], [3.867, -3.184, 0.122], [0.431, -4.459, 0.496], [-0.305, -3.132, 1.387], [0.908, -4.160, 2.154], [-0.572, -1.929, 4.463], [0.321, -0.921, 3.845], [1.256, -0.261, 4.592], [1.965, 0.760, 4.096], [1.774, 1.120, 2.730], [1.010, 0.343, 1.962], [0.188, -0.567, 2.547], [-0.696, -1.022, 1.783], [2.363, 2.155, 2.167], [0.024, -2.755, 4.845], [-1.258, -2.296, 3.709], [-1.128, -1.470, 5.276], [1.349, -0.596, 5.619], [2.647, 1.311, 4.729], [2.893, 2.792, 2.744], [1.967, 2.539, 1.315]], "atomic_forces_ev_per_a": [[2.190, -0.437, -1.484], [-0.046, 0.106, 0.111], [-0.343, 0.175, -0.078], [-0.101, 0.426, 1.134], [-0.190, -0.009, -0.003], [-0.040, 0.018, 0.084], [-0.031, 0.040, -0.043], [0.003, -0.052, 0.000], [-0.251, 0.011, -0.270], [-0.101, 0.035, 0.371], [-1.734, 0.010, -1.256], [-0.013, -0.001, -0.021], [-0.006, 0.049, 0.011], [-0.016, -0.029, -0.011], [0.014, -0.017, -0.062], [0.009, -0.046, -0.021], [0.016, 0.018, 0.040], [0.011, 0.032, 0.069], [0.031, -0.018, -0.040], [-0.033, 0.033, 0.027], [0.017, 0.002, 0.028], [0.029, 0.017, -0.035], [-0.257, 0.112, -0.001], [-0.091, -0.576, 0.613], [0.125, 0.158, 0.125], [0.218, -0.063, -0.121], [0.054, -0.138, -0.176], [-0.128, 0.051, 0.119], [-0.093, 0.037, 0.358], [-0.062, -0.244, 0.136], [-0.022, 0.068, 0.048], [0.123, 0.121, 0.002], [-0.021, 0.062, -0.134], [0.059, -0.132, 0.072], [-0.225, 0.148, -0.162], [0.140, -0.106, -0.085], [0.428, -0.342, -0.090], [-0.167, 0.404, -0.173], [-0.022, -0.040, 0.092], [-0.001, -0.073, -0.100], [-0.208, 0.068, 0.044], [0.006, -0.012, 0.066], [0.061, -0.004, -0.045], [-0.033, 0.016, -0.008], [-0.007, -0.011, 0.004], [0.013, 0.000, -0.019], [-0.006, -0.071, 0.112], [-0.056, 0.025, -0.002], [-0.008, -0.031, -0.038], [-0.084, 0.092, 0.113], [0.131, -0.047, 0.074], [0.016, -0.079, -0.006], [0.008, 0.021, 0.023], [0.077, -0.018, -0.037], [0.006, 0.016, 0.053], [-0.048, -0.021, 0.106], [0.019, 0.024, -0.005], [0.000, -0.008, 0.008], [0.011, 0.005, 0.021], [0.014, 0.012, -0.020], [0.023, 0.019, -0.029], [0.000, 0.025, 0.019], [0.000, -0.042, -0.006], [0.015, -0.012, -0.064], [0.145, 0.068, -0.047], [-0.239, -0.243, -0.200], [-0.201, -0.229, 0.308], [0.468, 0.384, 0.063], [0.462, -0.083, 0.035], [-0.210, -0.022, 0.776], [0.319, -0.307, 0.319], [-0.376, 0.051, -0.461], [-0.086, 0.671, 0.199], [0.036, 0.017, -0.028], [-0.004, 0.013, -0.044], [-0.001, 0.040, -0.015], [-0.007, 0.062, -0.062], [0.010, -0.039, -0.078], [0.046, -0.037, -0.086], [0.213, -0.124, -0.116]], "e_above_lowest_ev": 0.902, "total_charge": 2, "e_tot_ev": -94826.1367, "homo_lumo_gap_ev": [6.662, 7.848], "spin_multiplicity": 3}


(2)
{"formula": "C24H35FeN13O2S", "method": "the ωB97M-V functional and the def2-TZVPD basis", "elements": ["Fe", "C", "C", "C", "C", "C", "C", "N", "N", "C", "C", "C", "C", "C", "N", "H", "H", "H", "H", "H", "H", "H", "H", "H", "N", "C", "C", "C", "C", "N", "C", "N", "N", "C", "O", "O", "H", "H", "H", "H", "H", "H", "H", "H", "H", "H", "H", "H", "H", "H", "C", "C", "N", "N", "C", "S", "N", "N", "H", "H", "H", "H", "H", "H", "C", "N", "C", "C", "N", "C", "H", "H", "H", "H", "H", "H"], "coordinates": [[0.385, 0.124, 1.208], [5.600, -2.072, 2.223], [5.670, -0.786, 2.747], [4.546, 0.021, 2.765], [3.361, -0.463, 2.226], [3.299, -1.721, 1.646], [4.416, -2.537, 1.662], [2.123, 0.285, 2.352], [2.144, 1.150, 3.236], [0.870, 1.721, 3.455], [0.677, 2.493, 4.578], [-0.586, 3.032, 4.784], [-1.592, 2.766, 3.870], [-1.316, 1.966, 2.774], [-0.099, 1.457, 2.559], [6.466, -2.719, 2.266], [6.598, -0.421, 3.165], [4.580, 1.010, 3.201], [2.362, -2.066, 1.235], [4.367, -3.538, 1.254], [1.495, 2.646, 5.267], [-0.779, 3.652, 5.650], [-2.587, 3.166, 4.003], [-2.082, 1.699, 2.061], [-0.110, 1.755, -0.064], [-1.303, 1.468, -0.888], [-2.264, 2.669, -0.856], [-3.619, 2.586, -1.568], [-3.591, 2.333, -3.080], [-3.741, 0.908, -3.382], [-4.403, 0.422, -4.426], [-4.670, -0.887, -4.481], [-4.779, 1.204, -5.434], [-1.899, 0.181, -0.373], [-2.708, -0.456, -1.030], [-1.427, -0.212, 0.770], [-0.310, 2.527, 0.564], [0.663, 2.032, -0.656], [-0.987, 1.263, -1.914], [-1.716, 3.523, -1.264], [-2.469, 2.900, 0.194], [-4.095, 3.554, -1.411], [-4.265, 1.844, -1.095], [-2.666, 2.717, -3.520], [-4.425, 2.871, -3.530], [-3.457, 0.266, -2.642], [-4.522, -1.465, -3.673], [-5.198, -1.279, -5.242], [-4.539, 2.179, -5.461], [-5.296, 0.837, -6.215], [-1.773, -4.702, -0.811], [-1.608, -4.060, 0.513], [-2.227, -4.381, 1.596], [-1.741, -3.514, 2.540], [-0.845, -2.665, 2.071], [0.017, -1.475, 2.950], [-0.734, -3.008, 0.767], [0.124, -2.375, -0.132], [-2.615, -5.388, -0.764], [-0.882, -5.271, -1.082], [-1.959, -3.955, -1.584], [-2.079, -3.572, 3.489], [-0.434, -2.064, -0.922], [0.807, -3.058, -0.449], [4.726, -0.538, -2.517], [3.736, 0.070, -1.620], [3.734, 1.369, -1.189], [2.673, 1.489, -0.352], [2.014, 0.268, -0.261], [2.702, -0.549, -1.039], [4.720, -0.024, -3.474], [4.472, -1.583, -2.666], [5.715, -0.467, -2.071], [4.475, 2.083, -1.507], [2.365, 2.359, 0.202], [2.496, -1.593, -1.200]], "atomic_forces_ev_per_a": [[0.130, 0.536, 0.997], [-0.002, 0.001, 0.003], [-0.044, 0.010, 0.016], [0.095, 0.102, 0.062], [-0.484, 0.168, -0.030], [-0.104, -0.182, 0.053], [0.049, 0.057, -0.024], [0.772, -0.081, -0.567], [-0.720, -0.083, 0.538], [0.415, 0.273, -0.202], [-0.106, 0.136, 0.060], [0.055, 0.045, 0.116], [-0.008, 0.017, -0.087], [-0.066, -0.013, 0.108], [0.089, -0.309, 0.501], [0.019, 0.028, -0.054], [-0.003, 0.000, 0.009], [0.033, -0.009, 0.014], [-0.007, -0.059, 0.086], [-0.011, -0.002, 0.009], [0.019, 0.037, -0.048], [-0.010, -0.027, 0.008], [-0.008, -0.022, -0.008], [-0.002, -0.062, 0.047], [-0.152, 0.067, 0.054], [-0.084, 0.189, -0.209], [-0.050, 0.018, -0.108], [0.064, -0.112, -0.017], [0.071, -0.043, 0.039], [-0.070, 0.050, 0.089], [0.077, -0.052, -0.095], [0.034, 0.039, 0.035], [-0.017, 0.026, 0.052], [0.124, -0.437, 0.094], [-0.148, 0.094, -0.042], [-0.217, -0.307, -0.516], [0.027, 0.152, -0.166], [-0.122, 0.081, -0.044], [0.072, 0.102, -0.002], [0.034, 0.008, 0.050], [0.015, 0.061, -0.008], [-0.029, -0.016, 0.041], [-0.010, 0.014, 0.008], [-0.027, 0.030, -0.046], [-0.014, 0.014, 0.012], [-0.011, -0.035, 0.012], [-0.050, -0.019, 0.009], [0.023, -0.013, -0.010], [0.032, -0.008, -0.042], [-0.034, 0.005, 0.020], [0.078, 0.037, 0.013], [0.090, 0.047, -0.104], [0.071, 0.177, 0.317], [-0.268, -0.192, 0.071], [0.112, 0.068, 0.008], [0.079, -0.093, -0.700], [0.061, -0.074, -0.122], [-0.140, 0.023, 0.161], [-0.010, 0.008, 0.008], [-0.001, 0.009, -0.008], [-0.033, -0.023, -0.004], [-0.023, -0.002, 0.013], [0.029, 0.009, -0.042], [-0.038, -0.014, -0.059], [-0.058, 0.073, 0.041], [0.182, -0.056, -0.064], [0.062, -0.009, -0.009], [0.076, -0.286, 0.041], [0.142, -0.155, -0.448], [-0.175, -0.014, -0.018], [-0.018, -0.001, -0.009], [-0.008, -0.004, 0.003], [0.000, -0.010, 0.023], [0.003, -0.014, 0.010], [0.132, 0.008, 0.081], [0.014, 0.022, -0.020]], "e_above_lowest_ev": 1.299, "total_charge": 3, "e_tot_ev": -94122.7097, "homo_lumo_gap_ev": [7.297, 7.480], "spin_multiplicity": 2}


(3)
{"formula": "C24H35INO4P2Ru", "method": "the ωB97M-V functional and the def2-TZVPD basis", "elements": ["C", "C", "H", "H", "H", "O", "I", "Ru", "P", "C", "C", "H", "H", "H", "H", "H", "H", "C", "H", "H", "H", "P", "C", "C", "H", "H", "H", "C", "H", "H", "H", "H", "H", "H", "C", "O", "C", "C", "C", "C", "C", "C", "N", "C", "C", "C", "C", "C", "C", "C", "O", "O", "C", "C", "H", "H", "H", "H", "H", "H", "H", "H", "H", "H", "H", "H", "H", "H"], "coordinates": [[-0.001, -0.051, -7.781], [0.006, 0.650, -6.446], [0.003, 0.706, -8.578], [-0.896, -0.673, -7.879], [0.887, -0.684, -7.882], [0.017, 1.846, -6.254], [-0.009, -0.620, -4.665], [0.019, -0.106, 0.394], [2.181, -0.132, -0.144], [3.172, 1.131, 0.758], [2.855, -1.665, 0.591], [3.944, -1.716, 0.478], [3.975, -0.278, -1.782], [2.388, -2.527, 0.104], [2.417, -0.897, -2.429], [2.915, 1.105, 1.825], [2.607, -1.692, 1.657], [2.889, -0.116, -1.822], [4.248, 0.944, 0.646], [2.681, 0.854, -2.286], [2.932, 2.124, 0.362], [-2.219, -0.107, -0.138], [-3.165, 1.207, 0.733], [-2.913, -0.077, -1.827], [-2.485, -2.487, 0.099], [-4.038, -1.657, 0.439], [-2.739, -1.683, 1.670], [-2.952, -1.629, 0.594], [-2.445, -0.864, -2.429], [-4.003, -0.219, -1.809], [-4.249, 1.044, 0.652], [-2.908, 2.176, 0.289], [-2.681, 0.892, -2.284], [-2.866, 1.214, 1.790], [0.100, 1.668, 0.917], [0.156, 2.783, 1.283], [3.721, 0.428, 5.037], [3.235, -0.925, 4.599], [4.157, -1.799, 4.020], [3.741, -3.071, 3.621], [2.409, -3.430, 3.744], [1.460, -2.547, 4.296], [0.184, -3.077, 4.403], [-1.053, -2.500, 4.703], [-1.892, -3.194, 5.587], [-3.090, -2.635, 6.005], [-3.522, -1.401, 5.505], [-2.733, -0.731, 4.571], [-1.533, -1.307, 4.139], [-0.725, -0.658, 3.067], [-0.782, 0.606, 2.967], [-0.087, -1.439, 2.255], [1.897, -1.300, 4.803], [1.040, -0.389, 5.616], [3.171, 1.240, 4.549], [3.626, 0.581, 6.117], [4.777, 0.566, 4.793], [5.200, -1.491, 3.903], [4.457, -3.782, 3.211], [2.065, -4.418, 3.433], [0.144, -4.090, 4.344], [-1.552, -4.147, 5.971], [-3.693, -3.161, 6.744], [-4.461, -0.956, 5.850], [-3.049, 0.218, 4.128], [0.809, 0.532, 5.062], [0.106, -0.852, 5.925], [1.546, -0.101, 6.547]], "atomic_forces_ev_per_a": [[-0.004, 0.025, 0.043], [0.041, 3.661, -0.394], [-0.001, -0.134, 0.378], [0.183, 0.023, 0.130], [-0.184, 0.026, 0.134], [-0.029, -3.227, -0.382], [0.000, -0.403, 0.203], [-0.560, -0.615, 1.091], [3.680, 0.398, -0.114], [-0.221, 0.010, -0.137], [-0.293, -0.226, 0.028], [-0.203, 0.064, -0.140], [-0.319, 0.036, 0.156], [0.173, -0.038, 0.071], [0.132, 0.168, 0.026], [-0.003, 0.047, -0.220], [-0.072, 0.058, -0.242], [-0.500, 0.057, -0.126], [-0.261, 0.009, -0.090], [0.035, -0.169, -0.013], [0.133, -0.130, 0.138], [-3.399, 0.519, 0.038], [0.361, 0.014, -0.035], [0.588, 0.014, -0.142], [-0.220, -0.065, 0.155], [0.280, 0.106, -0.087], [-0.077, 0.007, -0.343], [0.486, -0.102, -0.029], [-0.164, 0.178, 0.015], [0.356, 0.022, 0.214], [0.333, -0.037, -0.084], [-0.129, -0.115, 0.142], [-0.041, -0.194, 0.000], [-0.101, 0.084, -0.280], [0.165, 4.487, 0.774], [-0.178, -4.471, -1.443], [0.315, -0.329, -0.363], [2.405, 1.417, 0.084], [0.328, -1.345, -0.534], [2.085, 1.326, 0.159], [-1.782, -0.196, 0.361], [0.185, -0.217, -0.286], [-1.108, 0.469, 0.658], [0.396, -0.584, -0.330], [-0.621, -0.383, 0.406], [0.161, -0.542, 0.195], [-0.056, 0.071, 0.276], [0.879, -0.195, -0.761], [0.034, 1.138, 0.215], [-0.146, 2.160, -0.965], [0.053, -2.554, 0.427], [-0.309, 1.084, 0.027], [-2.672, -0.511, 0.523], [-0.024, -0.287, 0.353], [-0.209, -0.065, 0.099], [-0.184, -0.088, -0.011], [-0.142, -0.130, -0.005], [-0.411, -0.157, 0.057], [-0.132, 0.153, 0.047], [0.231, 0.161, 0.013], [0.072, -0.007, 0.264], [-0.125, -0.021, 0.204], [0.146, 0.097, -0.223], [0.327, -0.237, -0.136], [0.149, -0.363, 0.183], [0.001, -0.089, 0.061], [0.055, 0.095, -0.117], [0.112, 0.044, -0.317]], "total_charge": 3, "e_tot_ev": -64368.0846, "homo_lumo_gap_ev": [6.219, 2.180], "spin_multiplicity": 5}